Computed, not measured: C9H14 in the gas phase, with ωB97M-V/def2-TZVPD.

The energy above the lowest of the compared OMol25 structures with the same formula, charge and spin is 88.4 kcal per mole. The calculation puts the orbital gap at 9.3 eV. The calculation puts the energy at -9556.34783 eV. Its SMILES is C=C/C=C(C)\C(C)=C/C. As for the HOMO energy: -8.4 eV. As for the net charge: 0.

Bonds (Å) are listed after each position.
CARTESIAN COORDINATES (ANGSTROEM)
1 C 2.54219 0.13169 -0.80256  C2 1.380, H10 1.122, H11 1.035
2 C 1.50238 0.16011 -1.70999  C1 1.380, C3 1.549, H12 1.162
3 C 0.09252 0.75027 -1.45702  C2 1.549, C4 1.375, H13 1.057
4 C -0.52824 0.79869 -0.23087  C3 1.375, C5 1.607, C6 1.533
5 C -1.93881 1.56824 -0.27648  C4 1.607, H14 1.162, H15 1.145, H16 1.175
6 C -0.34865 -0.04696 1.03535  C4 1.533, C7 1.508, C8 1.378
7 C 0.00892 0.60697 2.34683  C6 1.508, H17 1.163, H18 1.135, H19 1.179
8 C -0.36820 -1.39851 0.76668  C6 1.378, C9 1.507, H20 1.044
9 C -0.51932 -2.27816 -0.44792  C8 1.507, H21 1.121, H22 1.126, H23 1.134
10 H 2.35813 0.41248 0.26790  C1 1.122
11 H 3.48582 -0.23352 -1.02198  C1 1.035
12 H 1.96007 -0.08826 -2.74892  C2 1.162
13 H -0.11887 1.43739 -2.23143  C3 1.057
14 H -1.93574 2.18816 -1.25935  C5 1.162
15 H -2.24823 2.22395 0.60961  C5 1.145
16 H -2.83949 0.81438 -0.24515  C5 1.175
17 H 0.54385 -0.12566 3.07409  C7 1.163
18 H -0.84016 1.22609 2.77637  C7 1.135
19 H 0.89033 1.28639 1.95621  C7 1.179
20 H -0.12918 -1.93403 1.63005  C8 1.044
21 H -1.33249 -3.00870 -0.20100  C9 1.121
22 H 0.39891 -2.92618 -0.50870  C9 1.126
23 H -0.63575 -1.56483 -1.32171  C9 1.134

Results of the natural (NBO) charge analysis, in e, for atoms 1 through 6: -0.373, -0.228, -0.266, 0.038, -0.651, -0.066


Computed, not measured: 2 unconnected molecules or ions with the total composition C9H14, with ωB97M-V/def2-TZVPD.

The energy above the lowest of the compared OMol25 structures with the same formula, charge and spin is 47.6 kcal per mole. The calculation puts the orbital gap at 9.8 eV. The calculation puts the energy at -9558.11834 eV. Its SMILES is Cc1ccccc1.CC. As for the HOMO energy: -8.8 eV. As for the net charge: 0.

Bonds (Å) are listed after each position.
CARTESIAN COORDINATES (ANGSTROEM)
1 C 0.73429 -0.98170 2.20621  C2 1.490, H8 1.013, H9 1.114, H10 1.134
2 C 0.84219 -1.27069 0.74890  C1 1.490, C3 1.382, C7 1.405
3 C 0.72500 -2.57042 0.29398  C2 1.382, C4 1.385, H11 1.027
4 C 0.57330 -2.72403 -1.07382  C3 1.385, C5 1.437, H12 1.048
5 C 0.84447 -1.64282 -1.98077  C4 1.437, C6 1.456, H13 1.044
6 C 1.35466 -0.36672 -1.49845  C5 1.456, C7 1.387, H14 1.110
7 C 1.15091 -0.22288 -0.13454  C2 1.405, C6 1.387, H15 1.047
8 H 1.30603 -1.64321 2.71808  C1 1.013
9 H -0.28438 -1.01821 2.65482  C1 1.114
10 H 1.07549 -0.04859 2.75365  C1 1.134
11 H 0.66354 -3.47658 0.77418  C3 1.027
12 H 0.18300 -3.59421 -1.50723  C4 1.048
13 H 0.74060 -1.66595 -3.01917  C5 1.044
14 H 1.62648 0.36907 -2.28380  C6 1.110
15 H 1.23185 0.62792 0.47018  C7 1.047
16 C -1.50047 2.23271 0.54639  C17 1.590, H18 1.065, H19 1.148, H20 1.148
17 C -1.81326 2.81195 -0.90139  C16 1.590, H21 1.085, H22 1.116, H23 1.106
18 H -1.28256 1.18974 0.54160  C16 1.065
19 H -0.51853 2.71572 0.89267  C16 1.148
20 H -2.30035 2.42817 1.34599  C16 1.148
21 H -1.06666 3.59702 -0.96065  C17 1.085
22 H -2.87448 3.15531 -0.94213  C17 1.116
23 H -1.41114 2.09840 -1.64469  C17 1.106

Results of the natural (NBO) charge analysis, in e, for atoms 1 through 6: -0.646, -0.023, -0.205, -0.207, -0.209, -0.208


Which value of energy does entry 2 give?
-9558.11834 eV


Which of these has the highest energy?
number 1